1.
Here is a structure of composition C19H17FeN2O4S at a distorted geometry from the OMol25 dataset. Energies are from ωB97M-V with the def2-TZVPD basis set.

- HOMO energy (alpha / beta) (eV) = -8.0 / -10.3
- LUMO (alpha / beta) (eV) = -3.16 / -7.10
- HOMO-LUMO gap (alpha / beta) (eV) = 4.86 / 3.16
- net charge = +1
- 2S+1 = 5
- DFT total energy (eV) = -76358.7746

Positions of all 44 atoms, in Å:
1 C -0.2445 0.1299 1.8141
2 H -0.7469 -6.9567 4.3089
3 C 3.4229 -4.4811 6.4784
4 C -0.9813 -5.9323 4.6369
5 N 0.2526 -5.2174 4.9460
6 O -1.8662 1.5789 0.7427
7 H -3.8408 1.7900 1.0347
8 H 4.4689 -5.5517 8.0409
9 C 0.2555 -1.2776 1.7053
10 H 1.9778 -2.0800 0.5602
11 C 2.2793 -4.4550 5.6872
12 S 1.8958 -3.3244 4.4018
13 Fe 1.2560 1.3538 0.9157
14 C 0.7160 2.9434 1.3235
15 H -0.5422 -2.0567 1.7921
16 O 0.4682 4.0338 1.6412
17 O 3.1219 1.3955 3.1259
18 N -0.5009 -4.0621 3.1290
19 C 2.3310 1.3474 2.2831
20 H 0.6433 -7.2352 6.8591
21 H 2.7231 -7.3122 8.2860
22 H -1.7563 -5.7266 2.5902
23 H -3.1702 0.2295 1.6498
24 H 1.7597 -0.3165 -1.3197
25 C 1.0573 -0.3504 -0.4689
26 H -0.6440 0.4047 2.7973
27 H 0.7944 -1.5945 2.6166
28 C 3.5691 -5.5179 7.4138
29 H -3.3883 0.4764 -0.1097
30 C 1.4180 -6.4779 6.7690
31 O 3.4428 2.7054 -0.4190
32 H -2.4514 -4.5631 3.7615
33 H -0.5189 0.8182 -1.5410
34 C -0.8068 0.6891 0.6258
35 C 2.5845 -6.5105 7.5570
36 C -3.1538 0.9718 0.8398
37 C 2.5446 2.0427 -0.0731
38 C -0.1397 0.4234 -0.5868
39 C -1.5351 -5.1000 3.4673
40 C 1.2019 -1.3009 0.5639
41 H 4.1636 -3.6956 6.3397
42 C 0.4244 -4.1939 4.0351
43 H -1.6596 -5.9111 5.5029
44 C 1.2876 -5.4351 5.8479

2.
Here is a structure of composition C19H17IN4O2Sn from the OMol25 dataset. Energies are from ωB97M-V with the def2-TZVPD basis set.

- HOMO energy (alpha / beta) (eV) = -14.1 / -14.1
- LUMO (alpha / beta) (eV) = -8.29 / -8.43
- HOMO-LUMO gap (alpha / beta) (eV) = 5.76 / 5.62
- net charge = +2
- 2S+1 = 1
- ΔE to the lowest compared entry with this formula, charge and spin (kcal/mol) = 2.31
- DFT total energy (eV) = -43950.5991

Positions of all 44 atoms, in Å:
1 H -0.3608 -4.9452 -2.5747
2 C -2.6962 -0.2285 0.0433
3 H -2.5600 -2.0593 1.1562
4 N -1.0035 -1.9503 -0.2207
5 I 0.7491 3.4878 -3.6961
6 C -1.4997 2.6364 2.1537
7 C 1.2061 2.1300 -2.2231
8 C 0.3218 1.5244 -1.3296
9 C 1.7804 -5.0922 -2.6986
10 H -3.7287 -0.0377 0.3430
11 H 2.9465 0.1689 -0.4391
12 C -0.7389 -2.9424 -0.9781
13 H 0.1626 5.5429 4.1982
14 C 0.5700 -3.4358 -1.3988
15 H 3.4220 1.7998 -2.3107
16 H -1.5737 -3.5279 -1.3717
17 H -0.7408 1.6730 -1.2440
18 C -2.2002 1.6276 1.3666
19 C -0.0933 2.5561 2.5218
20 C 1.8451 -2.8783 -0.9627
21 H 3.9321 -5.0344 -2.6377
22 O 1.9268 -1.8869 -0.2044
23 C -0.2766 4.7322 3.6332
24 C 3.0168 -4.5768 -2.2881
25 H -2.5847 0.1037 -0.9930
26 N 2.2640 0.7741 -0.8688
27 N -1.7525 0.5290 0.8832
28 H 3.9921 -3.0838 -1.0959
29 H 1.5267 3.5663 3.5299
30 C 3.0579 -3.5037 -1.4442
31 O 0.6171 1.5761 2.2234
32 C -2.4052 -1.7130 0.1295
33 H 1.7431 -5.9429 -3.3651
34 C 0.5783 -4.5173 -2.2453
35 C -1.6316 4.7847 3.2778
36 H -3.2693 3.8139 2.2758
37 Sn 0.3394 -0.6292 1.2335
38 C -2.2214 3.7395 2.5410
39 H -2.2349 5.6337 3.5681
40 C 0.4805 3.6536 3.2693
41 H -3.2421 1.8890 1.1628
42 H -3.0815 -2.2747 -0.5175
43 C 2.4458 1.6186 -1.8927
44 N 0.9711 0.6991 -0.5096

3.
Here is a structure of composition C19H17N7PdS from the OMol25 dataset. Energies are from ωB97M-V with the def2-TZVPD basis set.

- HOMO energy (alpha / beta) (eV) = -7.0 / -7.7
- LUMO (alpha / beta) (eV) = 0.51 / -1.31
- HOMO-LUMO gap (alpha / beta) (eV) = 7.49 / 6.42
- 2S+1 = 3
- ΔE to the lowest compared entry with this formula, charge and spin (kcal/mol) = 2.74
- DFT total energy (eV) = -44724.2410

Positions of all 45 atoms, in Å:
1 H 0.9459 4.6807 -1.3610
2 H -0.0695 -2.7051 5.3469
3 N -2.6030 0.8074 -1.8819
4 H -0.3061 -0.8732 -2.8710
5 N 0.4593 -0.5131 1.2012
6 C -1.7075 2.9651 -1.0876
7 N -3.0214 1.3261 0.2268
8 C 1.6435 -0.3070 -2.1166
9 N -0.4078 3.0230 -1.2441
10 C 0.6087 -1.2467 -2.4272
11 N -2.2317 4.2110 -0.9925
12 C 0.2556 0.3230 2.2485
13 H 1.5282 -1.9928 5.5319
14 H -1.3537 6.1703 -1.0826
15 C -3.2768 -0.2256 -1.2797
16 H -2.8398 1.7558 1.1206
17 C 0.5049 -1.7887 5.2103
18 N 0.2402 -0.0829 3.5210
19 C -0.0752 4.3534 -1.2689
20 C 2.1406 -4.4460 -1.3497
21 H 3.6297 -0.1178 -1.2592
22 C 1.9737 -3.0556 -1.6188
23 Pd 0.5595 1.0248 -0.4280
24 C 2.9997 -2.1510 -1.2784
25 H 0.6965 1.3518 -3.1047
26 H -4.0136 -0.4796 0.8138
27 H 3.9115 -2.5251 -0.8330
28 C -3.5334 0.0735 0.0262
29 H 0.8798 -2.4332 0.6096
30 H 2.3664 1.7114 -2.3988
31 C 2.8400 -0.8137 -1.5110
32 C -1.1985 5.1071 -1.1192
33 H -3.2103 4.4310 -0.9262
34 C 0.7759 -2.2721 2.7499
35 H 0.9921 -3.3111 2.9509
36 C 1.5167 1.0453 -2.4707
37 C 0.5009 -1.3579 3.7747
38 C -2.4597 1.7167 -0.9496
39 C 0.7283 -1.7870 1.4638
40 H -3.5438 -1.1177 -1.8207
41 H -0.0084 -3.2885 -2.4290
42 S 0.0272 1.9660 1.7770
43 H 0.0936 -1.0001 5.8351
44 N 2.2659 -5.5665 -1.1148
45 C 0.7760 -2.5853 -2.1833

4.
Here is a structure of composition C19H18BiNO2 at a distorted geometry from the OMol25 dataset. Energies are from ωB97M-V with the def2-TZVPD basis set.

- HOMO energy (alpha / beta) (eV) = -6.6 / -6.8
- LUMO (alpha / beta) (eV) = -1.06 / -1.14
- HOMO-LUMO gap (alpha / beta) (eV) = 5.53 / 5.71
- 2S+1 = 1
- DFT total energy (eV) = -31413.4738

Positions of all 41 atoms, in Å:
1 N 0.6884 0.5899 2.5357
2 C 0.0668 1.7455 -6.1988
3 C 0.7165 1.0867 -7.2570
4 C -1.1674 2.0033 1.5588
5 H 2.0563 2.5580 0.7000
6 H -1.7792 -1.4997 -2.2941
7 C 0.7631 -2.2546 1.7988
8 C 1.1181 -0.2533 -7.1194
9 C -0.2328 1.0640 -5.0297
10 H -1.9766 1.8335 2.2725
11 O -0.2975 -0.2680 4.5541
12 H 0.9134 1.6195 -8.1886
13 H 0.5017 2.7379 2.8148
14 C -1.2585 2.2486 0.2240
15 C 0.9988 2.3020 0.7092
16 H -1.3597 -1.9826 2.4410
17 H 2.3623 -2.8678 0.3298
18 O -0.4814 0.1444 -2.0385
19 H -2.1696 2.3129 -0.3779
20 C 1.3368 -2.5589 0.5299
21 H -1.9612 -2.3104 -0.1555
22 H 1.6387 -0.7606 -7.9329
23 C 0.0673 -0.3396 -4.9136
24 C -1.3177 -0.6603 -2.8366
25 H 0.0840 -2.1178 -3.7194
26 H -2.0544 0.0085 -3.3096
27 H 1.3043 -2.2500 2.7452
28 C 0.8345 -0.9476 -5.9562
29 H -0.7067 1.5565 -4.1748
30 H 1.1415 -1.9866 -5.8135
31 Bi 0.9935 -0.0607 -0.3752
32 H -0.2163 2.7954 -6.3030
33 C -0.6345 -2.1089 1.6353
34 H 0.2663 2.8325 -1.3281
35 C 0.1759 0.1448 3.5552
36 C 0.2626 2.0273 2.0019
37 H 0.3256 -2.9084 -1.4696
38 C 0.0584 2.4761 -0.3189
39 C -0.9590 -2.2769 0.2747
40 C 0.2572 -2.5502 -0.4423
41 C -0.3595 -1.1240 -3.8483

5.
Here is a structure of composition C19H18Cl4N4O5OsPSSbSe4 at a distorted geometry from the OMol25 dataset. Energies are from ωB97M-V with the def2-TZVPD basis set.

- HOMO energy (alpha / beta) (eV) = -1.8 / -2.4
- LUMO (alpha / beta) (eV) = 3.73 / 3.32
- HOMO-LUMO gap (alpha / beta) (eV) = 5.53 / 5.69
- net charge = -2
- 2S+1 = 5
- ΔE to the lowest compared entry with this formula, charge and spin (kcal/mol) = 8.72
- DFT total energy (eV) = -376802.6652

Positions of all 58 atoms, in Å:
1 H -2.0921 4.2576 -1.3054
2 Se 0.4881 -6.4250 -3.4808
3 C -3.2382 -0.3846 -0.3618
4 H -0.0325 -3.8835 -5.0911
5 H -1.5598 3.0944 -2.5574
6 H -1.6746 -4.7999 -6.5042
7 O 1.3265 0.7962 -3.8484
8 Cl 5.5982 0.8046 3.3629
9 C -1.5380 -0.4306 -5.9835
10 Se 0.2317 -2.3567 -0.9068
11 C 3.6238 0.6034 1.5070
12 Sb -0.7031 -5.3516 -1.5198
13 C -0.4221 -2.9141 -5.3749
14 C -0.0249 -1.7938 -4.6846
15 C -1.9305 -1.5595 -6.6869
16 C -4.1839 0.0905 -2.4752
17 H -2.6922 -1.4824 -7.4559
18 Os -0.0188 -0.0417 -0.4148
19 C -1.3898 -2.8091 -6.3755
20 H -5.3629 -0.4235 -0.7434
21 H -5.0383 0.2131 -3.1339
22 H -1.9909 0.5338 -6.1719
23 N -0.6343 0.2248 -2.5006
24 N -2.0506 -0.1954 -0.8990
25 O -0.3732 2.1190 0.0041
26 O -0.7673 1.9916 -4.3485
27 C 1.6736 -0.0283 3.3805
28 H 1.6916 3.9141 -2.4315
29 H -2.7236 -3.9007 -7.4405
30 C -0.5942 -0.5575 -4.9825
31 C -1.2489 3.9085 -1.9035
32 C 1.3288 0.0459 2.0386
33 Se -1.1684 -6.7681 0.3812
34 Cl 4.7982 1.0475 0.3128
35 Se -2.4089 -5.0227 -3.2493
36 O 0.1002 -0.1167 1.5915
37 C 1.5705 3.1336 -1.6792
38 C -4.3762 -0.2593 -1.1484
39 S -0.1076 0.7700 -3.9429
40 P 0.0339 3.3363 -0.7808
41 H 2.3917 3.1651 -0.9617
42 H -3.2615 -0.6529 0.6867
43 C 2.3236 0.3667 1.0799
44 H -0.6221 4.9132 0.8999
45 H -0.8762 4.7217 -2.5274
46 C 2.9920 0.1984 3.7975
47 H 1.5974 2.1574 -2.1632
48 C 3.9642 0.5141 2.8630
49 O 1.9361 0.4724 -0.1719
50 H 0.6206 5.6058 -0.1742
51 H 1.0717 4.4167 1.0745
52 Cl 3.3962 0.0896 5.4794
53 N -1.7945 -3.9598 -7.0549
54 H 0.6784 -1.8838 -3.8644
55 Cl 0.4211 -0.3804 4.5232
56 N -2.9931 0.3012 -3.0323
57 C 0.3025 4.7094 0.3597
58 C -1.9545 0.1240 -2.2224

6.
Here is a structure of composition C19H18ClEuIN6O3S at a distorted geometry from the OMol25 dataset. Energies are from ωB97M-V with the def2-TZVPD basis set.

- HOMO energy (alpha / beta) (eV) = -6.1 / -7.3
- LUMO (alpha / beta) (eV) = -0.52 / -0.52
- HOMO-LUMO gap (alpha / beta) (eV) = 5.63 / 6.83
- 2S+1 = 8
- DFT total energy (eV) = -85866.6878

Positions of all 50 atoms, in Å:
1 C -1.7738 -3.3589 -0.5258
2 C 0.2520 2.1196 -3.2873
3 H -0.4250 -5.5449 -3.3833
4 H -0.5436 0.5481 -5.2017
5 C -2.3231 -6.7642 -1.9531
6 C -0.7639 -2.7988 -1.3259
7 C -3.2107 4.3517 0.5718
8 H 3.0627 1.1854 0.4904
9 C -1.9598 2.3361 0.9851
10 C -3.2127 4.6000 1.9336
11 C -2.6121 3.7360 2.8326
12 H 0.4836 -3.3091 -3.0135
13 S 1.9209 -2.4946 1.3515
14 H 0.1108 -0.9551 -4.6277
15 O -1.2942 0.8664 -0.7751
16 C -1.8093 -5.4236 -1.7497
17 N 3.6594 -1.6429 3.2527
18 C -2.5816 3.2080 0.1035
19 O -0.5957 0.4003 1.2797
20 C 3.9115 0.4195 2.9720
21 C -0.3152 -3.6469 -2.3507
22 H 3.7978 -2.5449 3.6704
23 H -0.8161 2.2699 -3.1535
24 H 0.6074 2.6656 -4.1566
25 N 0.0175 0.0437 -4.5411
26 H -2.5736 2.9764 -0.9534
27 H -2.1931 -2.7823 0.2977
28 C 0.5361 0.6310 -3.4489
29 C -1.2478 1.1140 0.4619
30 H 4.9571 1.9684 3.9341
31 H 4.8719 2.1546 2.1758
32 O 1.1979 0.0024 -2.6383
33 H -2.6429 3.9519 3.8918
34 N 3.0356 -0.0597 2.0252
35 C 4.3181 1.8445 3.0639
36 Cl -3.9982 6.0403 2.5370
37 N 2.3870 0.6532 1.0215
38 H -3.0751 -5.0238 -0.0651
39 C -2.2970 -4.6326 -0.7109
40 H 3.4506 2.4970 3.1672
41 N -2.7356 -7.8270 -2.1159
42 Eu 0.3388 -0.7078 -0.4848
43 I 1.1981 3.0007 -1.6086
44 C -1.9809 2.5987 2.3468
45 H 1.6902 1.2669 1.4278
46 N 4.3210 -0.5357 3.7431
47 C -0.8078 -4.9253 -2.5804
48 H -1.5030 1.8982 3.0192
49 H -3.6963 5.0425 -0.1046
50 C 2.8620 -1.4128 2.1995

7.
Here is an isolated molecule of C19H18ClN3O4S from the OMol25 dataset. Energies are from ωB97M-V with the def2-TZVPD basis set.

- HOMO energy (eV) = -8.7
- LUMO (eV) = -0.26
- HOMO-LUMO gap (eV) = 8.41
- structure (SMILES) = COC(CNC(=O)c1cccc(-n2c(=S)[nH]c3cc(Cl)ccc3c2=O)c1)OC
- 2S+1 = 1
- ΔE to the lowest compared entry with this formula, charge and spin (kcal/mol) = 28.25
- DFT total energy (eV) = -56014.2487

Positions of all 46 atoms, in Å:
1 H -0.9228 0.2079 -1.0042
2 H 0.9270 2.9738 1.6690
3 N -3.5676 -0.0350 -0.9582
4 H -6.1273 -3.1535 -2.2336
5 C 4.8727 1.1235 -0.7182
6 C 1.2962 -0.5474 0.7165
7 H 4.7913 -2.5333 0.5357
8 H -4.6908 -2.2515 0.1496
9 H -4.6188 -1.3507 -2.1957
10 C 0.1098 1.5099 0.3393
11 C 5.9815 -0.9506 -0.2854
12 Cl 7.4164 -1.9001 -0.3100
13 C 6.0231 0.3662 -0.7405
14 C -2.1881 1.7888 -0.2799
15 H -5.3186 -1.8500 2.4336
16 C -6.5128 -3.2926 -1.2181
17 O -5.6234 -0.5537 0.8455
18 C 3.6775 0.5833 -0.2462
19 C -4.7956 -0.6730 -1.3537
20 H -3.1648 3.5047 0.5169
21 C -1.1201 3.3847 1.1679
22 H 4.8670 2.1459 -1.0627
23 O 2.3970 2.5415 -0.6082
24 C 0.0558 2.6553 1.1180
25 H -5.4924 0.1135 -1.6530
26 C -5.4068 -1.4598 -0.1802
27 O -6.6259 -2.0746 -0.5276
28 H -7.5194 -3.7023 -1.2711
29 H -1.1626 4.2863 1.7594
30 N 2.4612 -1.2496 0.6616
31 N 1.3228 0.7483 0.2802
32 C -2.2377 2.9541 0.4771
33 H 2.4147 -2.2028 0.9990
34 S -0.0452 -1.2954 1.3123
35 C -6.0595 -1.1334 2.0578
36 O -4.2315 2.0692 -1.4773
37 H 6.9497 0.7790 -1.1041
38 C 2.4577 1.3981 -0.2242
39 H -6.1652 -0.3110 2.7608
40 H -7.0195 -1.6388 1.9286
41 C -0.9968 1.0818 -0.3745
42 H -2.9459 -0.5738 -0.3736
43 C 3.6498 -0.7416 0.2065
44 C 4.8097 -1.5129 0.1868
45 C -3.4334 1.3177 -0.9613
46 H -5.8597 -3.9932 -0.6825

8.
Here is an isolated molecule of C19H18F2O6 at a distorted geometry from the OMol25 dataset. Energies are from ωB97M-V with the def2-TZVPD basis set.

- HOMO energy (eV) = -8.0
- LUMO (eV) = -0.02
- HOMO-LUMO gap (eV) = 7.98
- structure (SMILES) = COc1ccc(/C(=C/c2ccc(OC(F)F)c(OC)c2)C(=O)O)cc1OC
- 2S+1 = 1
- ΔE to the lowest compared entry with this formula, charge and spin (kcal/mol) = 353.32
- DFT total energy (eV) = -37698.4411

Positions of all 45 atoms, in Å:
1 H -2.7224 -3.1798 4.4684
2 H 0.7209 3.6344 -0.3406
3 H -1.8672 -0.1723 6.6791
4 H -1.4295 -2.8451 3.3029
5 C -0.7996 -0.2668 6.9754
6 C 0.8392 0.1336 -2.5162
7 C 1.6347 2.2943 -4.1906
8 H 0.2511 -1.4496 0.3519
9 H -0.4546 -1.2200 6.9651
10 C 0.2531 0.5365 0.3966
11 C 0.2209 0.6397 1.8508
12 O -1.5109 -1.4067 4.6475
13 H -2.8724 -2.1695 3.1937
14 H -0.0927 -3.0773 -4.0629
15 H -0.3575 0.4270 -6.3456
16 O 0.6588 -1.4426 -5.7409
17 O 0.9924 0.9716 -4.8042
18 C 1.0056 -0.0581 -3.9905
19 H 2.6554 2.2242 -3.6761
20 C -0.9100 -0.4613 3.8901
21 F -0.5852 -1.0936 -7.7168
22 C -0.8030 -0.4138 2.5392
23 H -1.2671 -1.1389 1.9505
24 O 0.8780 2.6054 -0.1588
25 C 0.4336 -1.1228 -4.4855
26 C 0.1419 -0.6221 -6.6967
27 C -0.2439 0.5958 4.7736
28 H 1.3503 2.2322 2.0984
29 F 1.3070 -0.0613 -7.3006
30 C 0.3813 1.7832 4.0614
31 H 0.9674 2.3620 4.5667
32 C 0.6639 1.6563 2.6328
33 C 0.5055 -0.7413 -1.6931
34 O -0.3131 0.6264 6.2264
35 C 0.2264 -2.2730 -3.6025
36 H 1.9876 3.0702 -5.1384
37 C 0.0858 1.7449 -0.1921
38 C -2.1646 -2.6691 3.7982
39 C 0.4143 -0.4539 -0.1841
40 H 1.3022 1.0836 -2.1284
41 O -1.1623 2.0590 -0.8433
42 H -0.2647 -3.0138 -1.5355
43 H 0.7463 2.6553 -3.7116
44 C -0.0254 -2.0762 -2.1256
45 H -0.7775 0.0932 7.8120